1.
Computed, not measured: a gas-phase ion, C2H2NO2S (charge -1), with the ωB97M-V functional and the def2-TZVPD basis.

* molar mass: 104.11 g mol⁻¹
* charge: -1
* HOMO energy: -3.43 eV
* SMILES: O=[S@@H]([O-])=c1cn1

Geometry (Å):
C 1.3974 0.2147 -0.3716
C 0.4772 -0.8542 -0.1537
N 1.1951 0.0238 0.8809
O -1.2503 1.3834 -0.6305
O -2.7852 -0.5214 0.3443
S -1.2101 0.0977 0.0955
H 1.8119 0.9318 -1.0921
H -0.9830 0.4368 1.3707

***

2.
Computed, not measured: 2 unconnected molecules or ions with the total composition C2H2NO2S, with the ωB97M-V functional and the def2-TZVPD basis.

* molar mass: 104.11 g mol⁻¹
* charge: -1
* HOMO energy: -4.62 eV

Geometry (Å):
C -0.2217 -2.3304 1.5271
C -0.0539 0.6360 0.3141
N -0.1368 -1.2551 1.0580
O -0.0750 -4.4275 3.2302
O -2.0316 -4.2094 1.7516
S -1.1294 -3.5433 2.7058
H -0.7538 0.4028 -0.5128
H 0.9550 0.4852 -0.1167

***

Verdict on stability: 2 comes out on top.

***

1.
Computed, not measured: a single C4H3I molecule, with the ωB97M-V functional and the def2-TZVPD basis.

* molar mass: 177.97 g mol⁻¹
* charge: 0
* HOMO energy: -8.98 eV
* SMILES: IC1=C2C[C@@H]12

Geometry (Å):
C 0.1020 1.0895 0.1958
C 1.0146 0.1379 -0.1059
C -1.1501 0.2489 -0.2041
C -0.0466 -0.7388 0.0319
I 3.5425 -0.1510 -0.0303
H -2.0078 0.3949 0.4574
H -1.4109 0.3813 -1.1674
H -0.0437 -1.3626 0.8227

***

2.
Computed, not measured: a single C4H3I molecule, with the ωB97M-V functional and the def2-TZVPD basis.

* molar mass: 177.97 g mol⁻¹
* charge: 0
* HOMO energy: -8.93 eV
* SMILES: C=CC#CI

Geometry (Å):
C -0.8009 -0.1908 -0.1366
C -1.9929 -0.2151 0.0750
C 1.5110 0.4486 -0.0112
C 0.5857 -0.5010 -0.0451
I -3.9633 0.1378 -0.0310
H 2.6138 0.3792 0.0623
H 1.0735 1.3948 -0.0676
H 0.9730 -1.4534 0.1542

***

Verdict on stability: 2 comes out on top.

***

1.
Computed, not measured: a gas-phase ion, C2HClNO2 (charge -1), with the ωB97M-V functional and the def2-TZVPD basis.

* molar mass: 106.49 g mol⁻¹
* charge: -1
* HOMO energy: -4.57 eV
* SMILES: [H]/N=C(\Cl)C(=O)[O-]

Geometry (Å):
C 0.3263 -0.1861 0.1363
C -1.2448 0.6842 -0.0572
N 1.4397 0.2167 0.1700
O -1.8869 0.1607 -0.9603
O -1.1560 1.6654 0.6273
Cl 0.1842 -2.2923 -0.0438
H 2.3374 -0.2486 0.1276

***

2.
Computed, not measured: a molecular structure, C2HClNO2, with the ωB97M-V functional and the def2-TZVPD basis.

* molar mass: 106.49 g mol⁻¹
* charge: -1
* HOMO energy: -4.21 eV

Geometry (Å):
C 0.7559 0.3890 0.7316
C 1.3894 1.8558 1.9534
N -0.0994 0.3874 -0.1381
O 1.6957 2.7736 1.2403
O 1.2539 1.4769 3.0895
Cl 2.0940 -1.0859 0.6670
H -0.3415 -0.5056 -0.7670

***

Verdict on stability: 1 comes out on top.

***

1.
Computed, not measured: a molecular structure, C3H5BrN2, with the ωB97M-V functional and the def2-TZVPD basis.

* molar mass: 148.99 g mol⁻¹
* charge: 0
* HOMO energy (spin up / spin down): -6.18 / -9.68 eV
* 2S+1: 3

Geometry (Å):
C 0.5459 -0.0436 -0.1187
C -0.3633 0.5837 -1.1879
C -0.2369 -1.4359 -0.0525
N 0.0834 1.0962 0.8177
N -0.7644 1.4432 -0.1934
Br 2.4910 -0.5741 0.1683
H -0.9069 -1.3130 -0.9306
H 0.6188 -2.1433 -0.1656
H -0.8505 -1.5709 0.9375
H 0.8346 1.7479 1.0246
H -1.4518 2.2100 -0.2994

***

2.
Computed, not measured: 2 unconnected molecules or ions with the total composition C3H5BrN2, with the ωB97M-V functional and the def2-TZVPD basis.

* molar mass: 148.99 g mol⁻¹
* charge: 0
* HOMO energy (spin up / spin down): -6.67 / -10.54 eV
* 2S+1: 3

Geometry (Å):
C 1.7380 -0.2922 1.0286
C -0.2212 1.1019 -0.6739
C -0.4133 -0.0623 0.2381
N 2.8080 -0.4684 1.3958
N -0.7821 -1.2568 -0.3037
Br -1.3134 0.3259 1.8827
H -1.1806 1.3800 -1.1216
H 0.4734 0.8500 -1.4727
H 0.1676 1.9573 -0.1267
H -0.3538 -1.5093 -1.1778
H -0.9226 -2.0261 0.3313

***

Verdict on stability: 2 comes out on top.